(1)
Entry from the OMol25 dataset: the molecule C2HFN2O2 (the ωB97M-V functional and the def2-TZVPD basis).

Molar mass, g/mol: 104.0
Total charge: 0
Lowest unoccupied orbital energy, eV: 0.00
Multiplicity: 1
E, eV: -11877.5468
Relative energy (zero: lowest compared OMol25 entry of this formula, charge and spin), kcal/mol: 117.4
SMILES: O=c1c(=O)n1NF
Strongest force on any atom, eV Å⁻¹: 3.738
Gap between HOMO and LUMO, eV: 10.678

Each atom is followed by the atoms it is bonded to, with distances in Å.
Atoms and positions in Å:
1 C -1.2032 0.3814 -0.0368  C2 1.447, N3 1.452, O5 1.164
2 C -0.9102 -1.0341 0.0296  C1 1.447, N3 1.393, O6 1.201
3 N 0.1459 -0.1434 -0.1519  C1 1.452, C2 1.393, N4 1.359
4 N 1.3818 0.3522 -0.4246  N3 1.359, F7 1.422, H8 1.036
5 O -1.7664 1.4005 -0.0231  C1 1.164
6 O -1.0372 -2.2200 0.1731  C2 1.201
7 F 1.4219 1.5683 0.3122  N4 1.422
8 H 1.9675 -0.3049 0.1213  N4 1.036

---

(2)
Entry from the OMol25 dataset: the molecule C2HFN2O2 (the ωB97M-V functional and the def2-TZVPD basis).

Molar mass, g/mol: 104.0
Total charge: 0
Lowest unoccupied orbital energy (alpha / beta), eV: 0.62 / -4.10
Multiplicity: 3
E, eV: -11874.6848
⟨S²⟩: 2.007
Relative energy (zero: lowest compared OMol25 entry of this formula, charge and spin), kcal/mol: 56.6
Strongest force on any atom, eV Å⁻¹: 10.877
Gap between HOMO and LUMO (alpha / beta), eV: 9.153 / 7.983

Each atom is followed by the atoms it is bonded to, with distances in Å.
Atoms and positions in Å:
1 C 0.8979 1.0995 -0.0163  C2 1.458, N3 1.122
2 C 0.3163 -0.1470 0.4664  C1 1.458, N4 1.537, F7 1.338, H8 1.009
3 N 1.2650 2.0843 -0.4090  C1 1.122
4 N -0.8307 -0.5383 -0.4798  C2 1.537, O5 1.218, O6 1.163
5 O -0.6650 -0.3771 -1.6752  N4 1.218
6 O -1.7108 -1.1294 -0.0008  N4 1.163
7 F -0.2443 -0.0787 1.6795  C2 1.338
8 H 0.9716 -0.9133 0.4352  C2 1.009

---

(3)
Entry from the OMol25 dataset: the molecule C2HFN2OS (the ωB97M-V functional and the def2-TZVPD basis).

Molar mass, g/mol: 120.1
Total charge: 0
Lowest unoccupied orbital energy, eV: 0.47
Multiplicity: 1
E, eV: -20667.6656
Relative energy (zero: lowest compared OMol25 entry of this formula, charge and spin), kcal/mol: 42.5
SMILES: Fc1nonc1S
Strongest force on any atom, eV Å⁻¹: 0.676
Gap between HOMO and LUMO, eV: 10.440

Each atom is followed by the atoms it is bonded to, with distances in Å.
Atoms and positions in Å:
1 C 0.3048 -0.3263 0.0101  C2 1.423, N4 1.305, S8 1.751
2 C -0.6757 0.7042 0.0022  C1 1.423, N5 1.289, F7 1.310
3 H 2.0684 1.1304 0.0178  S8 1.344
4 N -0.3430 -1.4588 0.0168  C1 1.305, O6 1.355
5 N -1.8619 0.1990 -0.0059  C2 1.289, O6 1.352
6 O -1.6595 -1.1379 -0.0116  N4 1.355, N5 1.352
7 F -0.4407 1.9927 0.0028  C2 1.310
8 S 2.0520 -0.2132 -0.0063  C1 1.751, H3 1.344

---

(4)
Entry from the OMol25 dataset: the molecule C2HFO (the ωB97M-V functional and the def2-TZVPD basis).

Molar mass, g/mol: 60.0
Total charge: 0
Lowest unoccupied orbital energy, eV: 0.76
Multiplicity: 1
E, eV: -6850.3551
Relative energy (zero: lowest compared OMol25 entry of this formula, charge and spin), kcal/mol: 61.6
SMILES: FC1=CO1
Strongest force on any atom, eV Å⁻¹: 4.364
Gap between HOMO and LUMO, eV: 9.978

Each atom is followed by the atoms it is bonded to, with distances in Å.
Atoms and positions in Å:
1 C -0.2612 -0.6009 0.2689  C2 1.395, O3 1.702, H5 1.000
2 C 0.7626 -1.1380 1.0488  C1 1.395, O3 1.222, F4 1.277
3 O 0.2850 -0.3622 1.8628  C1 1.702, C2 1.222
4 F 1.6682 -2.0025 1.3022  C2 1.277
5 H -0.1302 0.3396 -0.0457  C1 1.000